{
  "formula": "CH9N3O2",
  "method": "ωB97M-V/def2-TZVPD",
  "homo_lumo_gap_ev": 10.1,
  "homo_ev": -9.369,
  "lumo_energy_ev": 0.723,
  "species": ["N", "C", "N", "N", "H", "H", "H", "H", "H", "O", "H", "H", "O", "H", "H"],
  "coordinates": [[0.788331, -0.496365, -1.569959], [0.258042, 0.386814, -0.806366], [-0.894102, 0.096835, -0.134841], [0.788730, 1.747480, -0.867929], [1.669189, -0.160195, -1.927763], [-1.260456, -0.832435, -0.277918], [-1.513376, 0.865191, 0.054766], [1.789092, 1.894684, -0.818989], [0.550512, 2.049163, -1.808183], [-0.584592, 1.272846, 3.756845], [-0.778023, 0.467877, 3.272116], [0.286987, 1.286289, 4.125814], [-0.665621, -2.760013, -0.796038], [-0.138947, -2.182833, -1.381696], [-0.295773, -3.635343, -0.819857]],
  "forces_ev_per_angstrom": [[-0.07, -0.83, 0.63], [1.09, -0.05, -1.74], [0.75, 1.15, 0.12], [-1.61, 0.39, 0.40], [0.06, 0.01, -0.23], [-0.07, 0.00, 0.04], [-0.03, -0.07, 0.19], [-0.01, -0.81, 0.44], [-0.16, 0.24, 0.16], [-1.23, 0.64, -0.15], [0.57, -0.13, 0.11], [0.66, -0.52, 0.00], [-0.59, 0.40, 0.00], [0.39, -0.06, 0.12], [0.24, -0.37, -0.09]]
}